Record 1
The following is a quantum chemistry calculation of a cluster of 12 separate species, C30H90N6O12 in total at a distorted geometry, from OMol25.

Kohn-Sham gap: 0.3489 Eh
E_HOMO: -9.089 eV
SMILES: COC[C@H](C)N.COC[C@H](C)N.COC[C@H](C)N.COC[C@H](C)N.COC[C@H](C)N.COC[C@H](C)N.CO.CO.CO.CO.CO.CO
Net charge: 0

CARTESIAN COORDINATES (ANGSTROEM)
C1 13.40 12.97 -11.85
O1 12.58 13.24 -10.71
C2 12.49 12.28 -9.68
C3 11.77 12.82 -8.41
C4 12.50 13.88 -7.57
N1 11.55 11.72 -7.43
H1 14.40 12.74 -11.49
H2 13.46 13.87 -12.46
H3 13.06 12.10 -12.42
H4 11.82 11.48 -10.00
H5 13.47 11.84 -9.51
H6 10.76 13.22 -8.56
H7 12.86 14.70 -8.19
H8 13.38 13.48 -7.07
H9 11.94 14.35 -6.77
H10 11.34 12.10 -6.51
H11 12.39 11.19 -7.24
C5 18.55 9.65 -14.11
O2 19.82 9.60 -14.73
C6 20.00 10.35 -15.88
C7 21.50 10.62 -16.03
C8 21.85 11.33 -17.33
N2 22.42 9.52 -15.93
H12 18.56 9.08 -13.18
H13 17.73 9.27 -14.72
H14 18.24 10.67 -13.87
H15 19.62 9.87 -16.79
H16 19.54 11.34 -15.82
H17 21.66 11.26 -15.16
H18 21.48 10.85 -18.23
H19 22.93 11.51 -17.43
H20 21.34 12.28 -17.20
H21 22.23 9.01 -15.07
H22 22.16 8.83 -16.62
C9 10.28 9.54 -12.45
O3 10.55 9.97 -13.74
C10 10.49 8.94 -14.71
C11 11.05 9.46 -16.00
C12 10.82 8.63 -17.16
N3 12.51 9.67 -15.96
H23 9.45 8.84 -12.42
H24 10.01 10.38 -11.81
H25 11.07 8.94 -11.99
H26 11.09 8.10 -14.35
H27 9.47 8.59 -14.83
H28 10.51 10.40 -16.07
H29 9.79 8.26 -17.16
H30 11.25 7.65 -16.96
H31 11.00 9.05 -18.15
H32 12.88 10.15 -16.77
H33 12.68 10.28 -15.17
C13 17.95 10.98 -18.30
O4 17.56 9.66 -17.99
C14 17.49 8.80 -19.17
C15 17.63 7.32 -18.84
C16 18.61 7.02 -17.76
N4 18.13 6.63 -20.01
H34 17.70 11.74 -17.56
H35 17.58 11.28 -19.28
H36 19.02 11.07 -18.52
H37 16.56 8.95 -19.70
H38 18.30 9.10 -19.83
H39 16.68 6.89 -18.52
H40 19.55 7.54 -17.94
H41 18.66 5.95 -17.58
H42 18.29 7.50 -16.83
H43 17.57 6.97 -20.78
H44 19.03 7.02 -20.28
C17 20.35 11.87 -12.21
O5 19.40 12.86 -12.51
C18 20.08 14.05 -12.80
C19 19.02 15.06 -13.20
C20 18.02 14.54 -14.20
N5 19.56 16.30 -13.77
H45 21.23 12.27 -11.72
H46 20.61 11.40 -13.16
H47 20.07 11.06 -11.54
H48 20.57 14.42 -11.90
H49 20.85 13.88 -13.55
H50 18.45 15.36 -12.32
H51 18.25 13.87 -15.03
H52 17.50 15.31 -14.77
H53 17.34 13.91 -13.62
H54 18.74 16.88 -13.88
H55 20.15 16.76 -13.09
C21 17.40 16.60 -17.74
O6 16.62 15.41 -17.86
C22 16.06 15.21 -19.21
C23 15.36 13.78 -19.23
C24 14.88 13.24 -20.63
N6 14.16 13.81 -18.40
H56 18.33 16.55 -18.31
H57 17.60 16.74 -16.68
H58 16.95 17.53 -18.07
H59 15.45 16.03 -19.58
H60 16.90 15.13 -19.90
H61 16.05 13.03 -18.85
H62 14.41 12.26 -20.56
H63 15.80 13.26 -21.21
H64 14.21 14.00 -21.04
H65 13.53 14.44 -18.87
H66 14.45 14.30 -17.56
C25 16.05 10.44 -11.49
O7 15.49 9.67 -12.58
H67 15.37 10.71 -10.68
H68 16.80 9.78 -11.04
H69 16.59 11.34 -11.79
H70 15.21 8.90 -12.08
C26 14.23 15.60 -14.53
O8 14.19 16.46 -13.41
H71 15.06 15.97 -15.13
H72 14.33 14.54 -14.30
H73 13.41 15.73 -15.24
H74 13.37 16.19 -12.98
C27 15.26 7.67 -16.13
O9 13.89 7.23 -16.09
H75 15.61 8.02 -15.16
H76 15.96 6.87 -16.35
H77 15.40 8.48 -16.84
H78 13.42 8.06 -15.99
C28 13.86 10.29 -18.77
O10 12.85 11.26 -18.53
H79 13.80 10.12 -19.85
H80 14.82 10.74 -18.55
H81 13.79 9.35 -18.22
H82 13.22 12.13 -18.68
C29 11.34 12.92 -15.15
O11 10.15 12.39 -14.59
H83 12.26 12.36 -14.95
H84 11.21 12.94 -16.23
H85 11.62 13.88 -14.71
H86 10.34 11.47 -14.37
C30 15.30 11.58 -15.51
O12 14.48 11.44 -14.39
H87 14.86 12.30 -16.20
H88 16.28 11.99 -15.23
H89 15.40 10.63 -16.02
H90 14.97 10.99 -13.70

Record 2
The following is a quantum chemistry calculation of a structure of composition C30H93N3O15 at a distorted geometry, from OMol25.

Kohn-Sham gap: 0.3463 Eh
E_HOMO: -9.120 eV
Net charge: 0

CARTESIAN COORDINATES (ANGSTROEM)
C1 -9.86 30.84 17.80
C2 -9.59 32.11 18.59
C3 -10.68 32.53 19.57
O1 -8.41 31.81 19.35
H1 -10.12 29.96 18.39
H2 -9.00 30.57 17.18
H3 -10.69 31.02 17.11
H4 -9.22 32.87 17.89
H5 -10.45 33.40 20.18
H6 -10.88 31.69 20.25
H7 -11.61 32.58 18.99
H8 -8.31 32.47 20.04
C4 -14.62 23.15 16.46
C5 -14.37 22.76 15.02
C6 -15.26 23.44 14.01
O2 -13.00 22.92 14.64
H9 -14.07 22.56 17.20
H10 -15.68 23.07 16.68
H11 -14.27 24.17 16.64
H12 -14.51 21.68 14.89
H13 -16.33 23.35 14.24
H14 -15.25 23.02 13.01
H15 -15.12 24.53 13.99
H16 -12.74 23.86 14.67
C7 -8.25 26.92 20.11
C8 -9.01 27.44 21.33
C9 -10.49 27.63 21.08
O3 -8.92 26.54 22.45
H17 -7.28 26.60 20.50
H18 -8.22 27.58 19.24
H19 -8.60 25.92 19.87
H20 -8.59 28.36 21.77
H21 -11.06 27.86 21.98
H22 -10.87 26.78 20.51
H23 -10.62 28.48 20.40
H24 -8.02 26.61 22.79
C10 -10.86 19.71 13.65
C11 -11.52 19.93 15.00
C12 -11.14 18.85 16.01
O4 -11.28 21.23 15.53
H25 -11.14 18.73 13.24
H26 -9.77 19.62 13.63
H27 -11.09 20.45 12.88
H28 -12.61 19.84 14.86
H29 -10.20 19.06 16.54
H30 -11.14 17.86 15.56
H31 -11.88 18.89 16.82
H32 -11.71 21.87 14.94
C13 -7.70 20.98 18.80
C14 -7.66 21.63 17.42
C15 -6.99 20.79 16.34
O5 -8.91 22.12 16.98
H33 -7.99 21.64 19.61
H34 -6.82 20.39 19.05
H35 -8.40 20.14 18.64
H36 -6.96 22.47 17.43
H37 -5.96 20.53 16.60
H38 -6.86 21.33 15.40
H39 -7.46 19.82 16.15
H40 -9.51 21.38 16.77
C16 -15.76 25.05 17.60
C17 -15.09 25.39 18.94
C18 -15.33 26.87 19.24
O6 -15.65 24.61 19.97
H41 -15.43 25.69 16.78
H42 -16.85 25.12 17.58
H43 -15.55 24.00 17.39
H44 -14.03 25.16 18.83
H45 -16.38 27.12 19.33
H46 -14.81 27.48 18.49
H47 -14.85 27.06 20.20
H48 -15.39 23.70 19.88
O7 -12.17 25.65 14.47
H49 -11.89 26.35 15.07
H50 -12.91 26.03 13.97
O8 -6.61 25.79 16.66
H51 -6.91 26.67 16.42
H52 -7.00 25.19 15.98
O9 -10.78 23.29 19.92
H53 -10.06 23.62 19.36
H54 -11.41 22.96 19.26
O10 -7.84 23.98 15.09
H55 -8.44 24.26 14.39
H56 -8.25 23.17 15.41
O11 -9.77 24.99 13.06
H57 -9.97 25.18 12.15
H58 -10.60 25.11 13.56
O12 -12.08 21.50 18.21
H59 -11.99 21.21 17.28
H60 -11.98 20.70 18.73
C19 -11.68 24.21 16.44
C20 -10.55 25.27 16.59
C21 -11.05 26.66 16.78
O13 -11.81 27.08 15.68
C22 -12.39 28.33 15.60
N1 -9.78 24.89 17.77
H61 -12.19 24.02 17.39
H62 -11.22 23.30 16.05
H63 -12.45 24.54 15.74
H64 -10.01 25.20 15.64
H65 -10.18 27.31 16.93
H66 -11.64 26.76 17.70
H67 -13.24 28.33 14.92
H68 -11.62 29.11 15.49
H69 -12.77 28.53 16.62
H70 -9.25 24.07 17.50
H71 -9.06 25.62 17.78
C23 -10.13 29.42 11.73
C24 -11.58 29.71 12.13
C25 -11.90 31.17 11.76
O14 -13.24 31.48 12.12
C26 -13.78 32.60 11.50
N2 -12.45 28.85 11.32
H72 -9.50 30.20 12.18
H73 -10.00 29.57 10.66
H74 -9.81 28.45 12.09
H75 -11.81 29.58 13.19
H76 -11.64 31.49 10.75
H77 -11.32 31.89 12.36
H78 -13.42 33.57 11.87
H79 -14.86 32.66 11.62
H80 -13.61 32.56 10.42
H81 -12.23 29.04 10.34
H82 -13.38 29.27 11.37
C27 -19.28 27.44 11.24
C28 -17.92 27.28 11.84
C29 -17.81 27.86 13.28
O15 -16.53 27.88 13.83
C30 -16.48 27.89 15.24
N3 -17.54 25.88 11.81
H83 -20.07 26.86 11.72
H84 -19.24 27.09 10.21
H85 -19.69 28.45 11.21
H86 -17.12 27.77 11.28
H87 -18.66 27.55 13.90
H88 -18.14 28.91 13.22
H89 -17.35 27.30 15.55
H90 -16.45 28.89 15.68
H91 -15.57 27.47 15.65
H92 -18.20 25.29 12.31
H93 -16.60 25.69 12.14

Record 3
The following is a quantum chemistry calculation of a structure of composition C31H12F4N8NaO2S2, from OMol25.

Kohn-Sham gap (spin up / spin down): 0.2119 / 0.1429 Eh
E_HOMO (spin up / spin down): -5.964 / -5.282 eV
Net charge: -1

CARTESIAN COORDINATES (ANGSTROEM)
Na1 0.13 -0.03 -0.14
O1 -1.78 1.31 3.54
C1 -1.25 0.77 2.58
N1 -1.01 1.25 1.34
C2 -1.41 2.50 1.00
O2 -1.97 3.35 1.67
C3 -1.10 2.87 -0.46
C4 -1.57 4.09 -0.92
C5 -1.35 4.46 -2.23
C6 -0.65 3.59 -3.06
C7 -0.21 2.39 -2.51
N2 -0.41 2.04 -1.25
C8 -0.76 -0.67 2.79
C9 -1.00 -1.26 4.03
C10 -0.59 -2.56 4.25
C11 0.03 -3.25 3.22
C12 0.23 -2.59 2.02
N3 -0.15 -1.33 1.80
H1 -2.11 4.72 -0.22
H2 -1.71 5.40 -2.61
H3 -0.46 3.81 -4.10
H4 0.34 1.69 -3.13
H5 -1.50 -0.66 4.78
H6 -0.77 -3.04 5.21
H7 0.36 -4.27 3.34
H8 0.71 -3.09 1.19
S1 3.05 0.27 1.34
C13 3.26 0.20 -0.32
N4 2.33 -0.22 -1.18
C14 2.78 -0.14 -2.45
C15 2.01 -0.49 -3.58
C16 2.56 -0.33 -4.83
C17 3.88 0.15 -4.97
C18 4.65 0.49 -3.89
C19 4.10 0.35 -2.61
S2 4.76 0.70 -1.07
H9 1.00 -0.85 -3.44
H10 1.97 -0.56 -5.70
H11 4.29 0.26 -5.97
H12 5.66 0.87 -4.02
F1 -2.20 -4.24 -2.10
C20 -2.46 -4.47 -3.40
C21 -3.01 -5.67 -3.73
F2 -3.26 -6.53 -2.75
C22 -3.32 -6.04 -5.07
C23 -3.00 -5.03 -6.02
C24 -2.44 -3.83 -5.68
F3 -2.20 -2.96 -6.66
C25 -2.13 -3.46 -4.34
C26 -1.55 -2.23 -3.99
C27 -1.28 -1.84 -2.66
N5 -1.05 -1.42 -1.61
C28 -1.11 -1.27 -4.94
N6 -0.69 -0.45 -5.64
F4 -3.25 -5.25 -7.31
C29 -3.89 -7.27 -5.42
C30 -4.22 -8.28 -4.47
N7 -4.51 -9.15 -3.77
C31 -4.19 -7.65 -6.76
N8 -4.46 -8.02 -7.81